{
  "formula": "C8H32Li4O14S",
  "method": "ωB97M-V with the def2-TZVPD basis set",
  "species": ["Li", "Li", "Li", "Li", "S", "O", "O", "O", "O", "O", "C", "C", "O", "H", "H", "H", "H", "O", "H", "H", "O", "H", "H", "O", "H", "H", "O", "H", "H", "O", "H", "H", "O", "H", "H", "C", "C", "C", "O", "H", "H", "H", "H", "H", "H", "H", "H", "C", "C", "C", "O", "H", "H", "H", "H", "H", "H", "H", "H"],
  "positions_angstrom": [[-2.065, 3.225, -27.901], [1.109, 2.057, -28.393], [3.529, 0.124, -27.563], [2.672, 0.646, -30.284], [2.687, 3.519, -30.893], [4.082, 3.821, -30.615], [2.165, 2.481, -29.990], [1.895, 4.761, -30.759], [2.636, 2.922, -32.228], [-0.968, 1.750, -28.746], [-0.933, 0.424, -28.188], [0.266, -0.507, -28.575], [1.597, -0.021, -28.474], [-1.868, -0.081, -28.431], [-0.991, 0.526, -27.104], [0.016, -0.879, -29.569], [0.246, -1.421, -27.981], [-0.407, 3.073, -31.385], [0.220, 3.711, -31.044], [-0.702, 2.591, -30.613], [2.977, -3.050, -29.094], [2.176, -2.642, -28.764], [2.869, -3.981, -28.901], [1.600, -0.192, -25.542], [2.191, 0.561, -25.531], [1.430, -0.349, -26.471], [-1.901, 3.052, -25.805], [-1.049, 3.264, -25.425], [-2.370, 2.597, -25.106], [-2.093, -1.450, -25.580], [-2.238, -2.385, -25.723], [-1.236, -1.277, -25.969], [-2.242, 0.399, -31.214], [-1.820, 0.614, -30.383], [-1.517, 0.243, -31.819], [0.553, -3.791, -25.495], [1.994, -4.070, -25.064], [2.097, -5.204, -24.066], [2.661, -4.295, -26.273], [-0.037, -3.735, -24.580], [0.257, -4.646, -26.104], [0.429, -2.846, -26.023], [2.538, -3.195, -24.707], [1.642, -6.126, -24.427], [1.590, -5.054, -23.113], [3.155, -5.304, -23.822], [3.594, -4.495, -26.168], [-5.236, -0.013, -29.260], [-5.534, -1.235, -30.114], [-6.802, -1.058, -30.971], [-4.452, -1.567, -30.917], [-4.896, 0.798, -29.904], [-4.450, -0.409, -28.617], [-6.123, 0.395, -28.774], [-5.672, -2.172, -29.575], [-7.058, -1.905, -31.606], [-6.598, -0.217, -31.635], [-7.722, -0.897, -30.409], [-4.072, -0.795, -31.342]],
  "spin_multiplicity": 2,
  "total_charge": 1,
  "homo_ev": [-11.30, -11.30],
  "lumo_energy_ev": [-5.002, -6.357],
  "s2": 0.764,
  "fmax_ev_per_a": 2.99
}